[1]
A cluster of 2 separate species, CH8N4P in total, computed with ωB97M-V/def2-TZVPD.

The strongest force on any atom comes out at 3.4 eV/Å. For the LUMO energy, the calculation gives -6.634 eV. The energy relative to the best compared isomer or geometry (same formula, charge and spin) comes out at 2.974 eV. The value obtained for the HOMO-LUMO gap is 5.81 eV. The energy comes out at -602.96024 a.u. The total charge is +1.

Positions of all 14 atoms, in Å:
C  -1.7981  -0.2477  0.4021
N  -2.4119  -1.1786  -0.3403
N  -1.6809  -0.1356  1.6602
N  4.0116  -0.0587  -0.5294
N  -1.2843  0.9491  -0.3561
P  -0.1953  1.9799  0.2204
H  -2.6302  -2.2247  -0.2170
H  -2.4559  -1.0151  -1.3451
H  -2.1579  -0.8340  2.1769
H  4.4003  -0.9179  -0.8380
H  4.5668  0.4836  0.0986
H  3.6773  0.6389  -1.1489
H  -1.7553  1.0761  -1.3314
H  -0.2861  1.4848  1.5481

---

[2]
A cluster of 2 separate species, CH8N5O in total, computed with ωB97M-V/def2-TZVPD.

The strongest force on any atom comes out at 3.8 eV/Å. For the LUMO energy (spin up / spin down), the calculation gives -5.445 / -5.445 eV. The energy relative to the best compared isomer or geometry (same formula, charge and spin) comes out at 1.335 eV. The value obtained for the HOMO-LUMO gap (spin up / spin down) is 8.02 / 8.02 eV. The energy comes out at -391.55074 a.u. The total charge is +1.

Positions of all 15 atoms, in Å:
C  0.8328  -0.7119  0.2554
N  1.9805  -0.9147  0.7732
N  0.3263  -1.4505  -0.7796
N  0.4540  1.9628  -0.7883
N  0.0231  0.3265  0.8073
N  -0.1393  1.4902  0.3135
O  -2.0192  -0.9171  0.1485
H  2.2419  -0.7003  1.7410
H  0.9757  -2.0438  -1.2518
H  -0.7226  -1.5837  -0.9802
H  0.9091  1.2661  -1.3306
H  0.2982  2.9755  -1.0549
H  -0.6620  2.2246  0.7647
H  -2.9322  -0.8125  0.4041
H  -1.5665  -1.1111  0.9777

---

[3]
A structure of composition CH8N5O3, computed with ωB97M-V/def2-TZVPD.

The strongest force on any atom comes out at 3.9 eV/Å. For the LUMO energy, the calculation gives -4.644 eV. The energy relative to the best compared isomer or geometry (same formula, charge and spin) comes out at 2.519 eV. The value obtained for the HOMO-LUMO gap is 9.01 eV. The energy comes out at -541.89662 a.u. The total charge is +1.

Positions of all 17 atoms, in Å:
C  -0.5339  0.0700  0.0940
N  0.6056  -1.0539  -2.9404
N  0.7459  0.3472  0.0757
N  -1.3995  0.7083  1.0492
N  -1.1368  0.6302  3.4575
N  1.6983  -0.3486  -0.5855
O  -1.9771  -0.1854  3.2836
O  -0.5521  1.0334  4.3778
O  -0.8002  1.4368  1.9719
H  -1.0232  -0.6506  -0.5013
H  -0.4147  -1.2170  -3.0151
H  0.8960  -0.7591  -3.8545
H  1.0170  1.2508  0.6692
H  -2.2170  1.1332  0.5299
H  1.1702  -1.9124  -2.8657
H  1.4181  -0.4657  -1.5334
H  2.5035  -0.0172  -0.2129

---

[4]
A cluster of 2 separate species, CH8NO in total, computed with ωB97M-V/def2-TZVPD.

The strongest force on any atom comes out at 5.0 eV/Å. For the LUMO energy, the calculation gives -4.380 eV. The energy relative to the best compared isomer or geometry (same formula, charge and spin) comes out at 1.797 eV. The value obtained for the HOMO-LUMO gap is 10.86 eV. The energy comes out at -172.58393 a.u. The total charge is +1.

Positions of all 11 atoms, in Å:
C  0.4982  -0.6383  0.4910
N  -0.4272  -1.8060  0.1491
H  1.0321  -0.1424  -0.4028
H  0.2001  0.1893  1.1454
H  1.4030  -0.8885  1.2223
H  0.1068  -2.5254  -0.3910
H  -1.2285  -1.3756  -0.3399
H  -0.6884  -2.0295  1.1803
H  -0.2486  1.6382  -1.1375
H  -0.6379  3.0101  -0.6459
O  0.0079  2.3245  -0.5776

---

[5]
A cluster of 2 separate species, CH8NO in total, computed with ωB97M-V/def2-TZVPD.

The strongest force on any atom comes out at 3.0 eV/Å. For the LUMO energy (spin up / spin down), the calculation gives -8.987 / -15.588 eV. Its spin multiplicity is 2. The energy relative to the best compared isomer or geometry (same formula, charge and spin) comes out at 0.664 eV. The expectation value of S² is 0.754. The value obtained for the HOMO-LUMO gap (spin up / spin down) is 15.67 / 9.26 eV. The energy comes out at -172.04331 a.u. The total charge is +2.

Positions of all 11 atoms, in Å:
N  -0.8015  1.3608  -1.3758
H  -1.3652  1.9575  -1.9880
H  0.1830  1.6166  -1.4677
H  -0.9031  0.3731  -1.6411
H  -0.9217  1.1661  -0.3754
C  0.3141  -1.1529  1.4766
O  0.6065  -0.4206  0.2149
H  -0.4280  -0.4164  1.8088
H  1.2469  -1.3470  2.0517
H  -0.2860  -2.0817  1.2615
H  1.4106  -0.7399  -0.2789

---

[6]
A cluster of 2 separate species, CH8NO2 in total, computed with ωB97M-V/def2-TZVPD.

The strongest force on any atom comes out at 1.9 eV/Å. For the LUMO energy, the calculation gives -3.599 eV. The energy relative to the best compared isomer or geometry (same formula, charge and spin) comes out at 0.398 eV. The value obtained for the HOMO-LUMO gap is 12.81 eV. The energy comes out at -247.87157 a.u. The total charge is +1.

Positions of all 12 atoms, in Å:
O  -1.7559  -1.4484  0.5440
H  -0.3223  1.5243  0.9423
H  -2.0035  -2.2481  1.0180
H  -1.7192  -1.6516  -0.3987
N  0.1524  0.6425  0.6869
C  1.0652  0.8485  -0.5084
O  1.1897  -0.3647  -1.1628
H  -0.6005  -0.0869  0.5872
H  0.5729  0.3351  1.5611
H  0.6791  1.7157  -1.0688
H  2.1203  1.0359  -0.2445
H  0.6216  -0.3021  -1.9562

---

[7]
A cluster of 3 separate species, CH8O2S in total, computed with ωB97M-V/def2-TZVPD.

The strongest force on any atom comes out at 1.5 eV/Å. For the LUMO energy (spin up / spin down), the calculation gives 3.310 / 3.265 eV. Its spin multiplicity is 2. The energy relative to the best compared isomer or geometry (same formula, charge and spin) comes out at 0.097 eV. The expectation value of S² is 0.750. The value obtained for the HOMO-LUMO gap (spin up / spin down) is 2.59 / 9.09 eV. The energy comes out at -591.51005 a.u. The total charge is -1.

Positions of all 12 atoms, in Å:
C  1.7023  0.1168  -0.7185
S  1.6426  -1.4146  0.2540
H  1.7151  0.9997  -0.0863
H  2.4392  0.1203  -1.5193
H  0.7622  0.1561  -1.2707
H  1.4433  -0.9146  1.4790
H  -1.4061  -1.7325  -0.4826
H  -2.4320  -0.7342  0.0192
O  -2.2615  -1.6934  -0.0190
H  -1.4990  1.1393  1.3374
H  -1.2443  2.3116  0.2060
O  -0.8619  1.6455  0.8008

---

[8]
A structure of composition CH8P4, computed with ωB97M-V/def2-TZVPD.

The strongest force on any atom comes out at 4.7 eV/Å. For the LUMO energy, the calculation gives 0.713 eV. The energy relative to the best compared isomer or geometry (same formula, charge and spin) comes out at 0.475 eV. The value obtained for the HOMO-LUMO gap is 8.98 eV. The energy comes out at -1408.19704 a.u.

Positions of all 13 atoms, in Å:
C  0.8737  0.7742  0.7823
P  1.5516  1.1858  -0.8608
P  0.0482  -2.0730  -0.0425
P  -1.5610  0.7280  -1.0061
P  -0.7443  -0.1968  0.7868
H  1.4118  0.1711  1.5154
H  0.2404  1.8156  1.4038
H  0.8259  0.2928  -1.6416
H  2.6795  0.3944  -0.8476
H  -1.2105  -2.5092  -0.4853
H  0.0594  -2.9408  1.0510
H  -2.8130  0.5002  -0.5265
H  -1.3618  1.8577  -0.1288

---

[9]
A cluster of 2 separate species, CH9Cl3NO3P2 in total, computed with ωB97M-V/def2-TZVPD.

The strongest force on any atom comes out at 2.3 eV/Å. For the LUMO energy, the calculation gives 2.738 eV. The energy relative to the best compared isomer or geometry (same formula, charge and spin) comes out at 0.411 eV. The value obtained for the HOMO-LUMO gap is 6.42 eV. The energy comes out at -2387.25811 a.u. The total charge is -1.

Positions of all 19 atoms, in Å:
N  -2.5699  0.5831  -1.4949
P  -1.0036  0.8077  -1.6799
O  -0.7707  2.2175  -2.5633
O  -0.3879  -0.4030  -2.6905
P  0.1772  0.9772  0.2514
O  -1.0416  2.0516  0.9081
H  -2.7486  0.5663  -0.5022
H  0.0845  2.1183  -2.9690
H  -0.7741  -1.1976  -2.3628
H  -0.5389  -0.1582  0.7607
H  1.1862  0.0905  -0.3117
H  0.8997  2.1186  -0.3371
H  0.9534  1.1288  1.4690
H  -0.8359  2.9398  0.6502
C  1.5224  -2.8631  2.1368
Cl  2.5843  -1.5284  1.6822
Cl  1.3299  -2.9393  3.8958
Cl  -0.0487  -2.7236  1.3452
H  1.9825  -3.7860  1.8118

---

[10]
A cluster of 3 separate species, CH9N2O2 in total, computed with ωB97M-V/def2-TZVPD.

The strongest force on any atom comes out at 2.2 eV/Å. For the LUMO energy, the calculation gives -3.271 eV. The energy relative to the best compared isomer or geometry (same formula, charge and spin) comes out at 0.508 eV. The value obtained for the HOMO-LUMO gap is 12.07 eV. The energy comes out at -303.27589 a.u. The total charge is +1.

Positions of all 14 atoms, in Å:
N  0.4476  -0.2618  0.2567
C  1.0868  -0.2027  -0.8789
N  0.4424  -0.5583  -1.9850
H  -0.5813  -0.2375  0.1651
H  0.8582  -0.0451  1.1550
H  2.1601  -0.0926  -0.9941
H  0.9327  -0.5092  -2.8690
H  -0.5438  -0.6007  -2.1900
H  -2.7456  0.1198  -0.0307
H  -2.7556  -1.1348  -0.9273
O  -2.2941  -0.3031  -0.7727
H  0.1128  1.4854  3.3650
H  1.5570  1.0235  3.3458
O  0.7886  1.1332  2.7799

---

[11]
A cluster of 2 separate species, CH9N4 in total, computed with ωB97M-V/def2-TZVPD.

The strongest force on any atom comes out at 9.5 eV/Å. For the LUMO energy (spin up / spin down), the calculation gives -4.532 / -4.533 eV. The energy relative to the best compared isomer or geometry (same formula, charge and spin) comes out at 4.123 eV. The value obtained for the HOMO-LUMO gap (spin up / spin down) is 8.47 / 8.47 eV. The energy comes out at -262.19280 a.u. The total charge is +1.

Positions of all 14 atoms, in Å:
C  1.9536  -0.1521  0.3908
N  3.0709  0.5345  0.0324
N  -0.4249  -0.7964  0.0901
N  0.5612  0.0405  -0.1490
N  -3.0012  0.2525  -0.3065
H  2.0736  -0.7469  1.2530
H  3.9064  0.1633  0.5672
H  3.1333  0.6356  -0.9963
H  -1.3286  -0.4112  0.0699
H  -0.1701  -1.3415  0.9511
H  0.6044  0.4008  -1.0429
H  -3.5227  0.6747  -1.1747
H  -3.7958  -0.3138  -0.0037
H  -3.0602  1.0600  0.3185

---

[12]
A structure of composition CH9N5O, computed with ωB97M-V/def2-TZVPD.

The strongest force on any atom comes out at 0.8 eV/Å. For the LUMO energy, the calculation gives 0.562 eV. The energy relative to the best compared isomer or geometry (same formula, charge and spin) comes out at 3.840 eV. The value obtained for the HOMO-LUMO gap is 8.17 eV. The energy comes out at -392.35063 a.u.

Positions of all 16 atoms, in Å:
C  -0.2883  -0.1698  1.0909
N  -0.2613  -0.1666  -0.8011
N  -0.9264  1.0260  1.2785
N  0.7823  0.5866  -1.4032
N  -0.4749  -1.4378  -1.3587
N  0.9392  -0.3532  1.6831
O  -1.8950  1.2554  0.3020
H  -1.2432  0.5087  -0.6222
H  -0.2980  1.8239  1.3836
H  -0.9438  -1.0346  1.1224
H  1.5996  0.5999  -0.7924
H  0.4609  1.5426  -1.5279
H  0.4018  -1.9535  -1.3744
H  -0.7867  -1.3418  -2.3230
H  1.3230  -1.2826  1.6923
H  1.6108  0.3969  1.6502

---

The lowest energy relative to the best compared isomer or geometry (same formula, charge and spin) belongs to which entry?
CH8O2S

---

Which value of energy does entry 10 give?
-303.27589 a.u.